No. 1
{"formula": "C3H4ClF", "method": "the ωB97M-V functional and the def2-TZVPD basis", "symbols": ["Cl", "F", "C", "C", "C", "H", "H", "H", "H"], "coordinates": [[1.43220, -0.43335, -0.18575], [-0.94308, -1.50175, -0.35525], [-0.87443, 0.69830, -0.02932], [-0.31907, -0.31824, -0.34095], [-0.74103, 1.94274, 0.84269], [-0.85525, 2.63553, 0.06882], [-1.87479, 0.37828, 0.23660], [-1.87816, 2.02458, 1.73199], [0.35567, 1.90747, 1.48316]], "atomic_forces_ev_per_a": [[-0.2628, -0.4929, -0.5881], [0.3964, -0.3530, -0.9667], [-6.8855, 6.8057, 5.1667], [6.1589, -7.0800, -0.8407], [0.6208, -1.7050, 3.2411], [0.1593, 2.4872, -0.1174], [-0.8019, 0.0458, -1.0199], [3.9589, -0.2777, -2.9342], [-3.3441, 0.5700, -1.9407]], "largest_force_ev_per_a": 10.97, "total_energy_ev": -18411.5809, "lumo_ev": 0.66, "multiplicity": 1, "relative_energy_ev": 3.493}


No. 2
{"formula": "C3H4ClF", "method": "the ωB97M-V functional and the def2-TZVPD basis", "symbols": ["Cl", "F", "C", "C", "C", "H", "H", "H", "H"], "coordinates": [[1.49056, 0.70951, 1.24944], [-0.93718, -2.02031, 0.03587], [-0.11728, 0.99824, -0.74336], [-0.35880, -1.03033, 0.67589], [0.61598, -0.13857, -0.09667], [-0.59324, 1.11360, -1.79060], [-0.95527, -0.61690, 1.50362], [-0.38503, 1.68217, -0.03366], [1.24026, -0.69741, -0.80053]], "atomic_forces_ev_per_a": [[0.7456, -0.4697, -0.1653], [-0.3701, -0.7255, -0.8260], [-0.3844, -0.9141, -3.3408], [0.8317, 0.8973, 0.8485], [-1.7750, 0.0988, 0.2428], [1.2650, -0.7173, 1.8378], [0.4311, -0.1861, -0.4510], [-0.9317, 1.9714, 1.3553], [0.1879, 0.0452, 0.4987]], "largest_force_ev_per_a": 3.48, "total_energy_ev": -18411.3638, "s_squared": 2.01, "lumo_ev": [1.10, -0.80], "multiplicity": 3, "relative_energy_ev": 0.026}


No. 3
{"formula": "C3H4ClF3N", "method": "the ωB97M-V functional and the def2-TZVPD basis", "symbols": ["Cl", "F", "F", "F", "N", "C", "C", "C", "H", "H", "H", "H"], "coordinates": [[1.68352, 1.17208, -2.24289], [-2.17743, -1.42266, -0.07434], [-0.22036, -1.98179, 0.64804], [-1.44110, -0.62154, 1.79735], [1.99063, 0.15623, -0.79398], [1.01178, 0.57245, 0.16604], [-1.05722, -0.93185, 0.52462], [-0.47311, 0.24042, -0.20452], [-1.13542, 1.09512, -0.02229], [1.04431, 1.66226, 0.38368], [-0.50587, 0.01060, -1.27604], [1.28025, 0.04868, 1.09434]], "atomic_forces_ev_per_a": [[0.0123, 0.1060, -0.1271], [-0.0661, 0.0518, -0.0176], [-0.0564, 0.0922, -0.0857], [0.0484, 0.0448, -0.0437], [-0.0971, -0.1670, 0.2866], [0.1379, 0.0833, -0.2395], [0.1618, -0.0304, 0.1189], [-0.0498, -0.0185, -0.1272], [-0.0345, -0.1815, -0.0078], [-0.0795, -0.0781, 0.0882], [0.0535, 0.0574, 0.2107], [-0.0305, 0.0398, -0.0558]], "largest_force_ev_per_a": 0.35, "total_energy_ev": -25340.7992, "lumo_ev": 3.98, "total_charge": -1, "multiplicity": 1}


No. 4
{"formula": "C3H4ClF3O", "method": "the ωB97M-V functional and the def2-TZVPD basis", "symbols": ["Cl", "F", "F", "F", "O", "C", "C", "C", "H", "H", "H", "H"], "coordinates": [[0.64943, -1.96487, -0.39009], [2.80369, -0.04492, -0.35034], [0.62878, -0.04405, 1.45412], [1.78385, 1.78836, -0.13080], [-0.96810, 0.36968, -0.46560], [-1.97341, -0.15691, 0.40768], [0.58046, -0.28565, 0.12010], [1.61625, 0.49548, -0.59893], [1.48818, 0.66081, -1.60073], [-2.80132, 0.27878, -0.12119], [-1.85052, -1.18092, 0.26247], [-1.95729, 0.08422, 1.41332]], "atomic_forces_ev_per_a": [[-0.1926, 0.5681, 0.6709], [1.1336, -1.2085, -0.0153], [-0.1298, -0.8551, -1.3715], [-1.0513, -0.3729, 0.4297], [5.0282, -1.0356, 2.2828], [0.6155, 0.7862, -3.1561], [-4.4739, 1.6705, -0.4682], [1.5029, 2.4362, 1.8636], [-0.8219, -0.4846, -2.7230], [-1.1248, -0.3616, 0.3410], [-0.8688, -2.1117, 0.1560], [0.3828, 0.9690, 1.9902]], "largest_force_ev_per_a": 5.62, "total_energy_ev": -25895.8451, "lumo_ev": 0.66, "multiplicity": 1, "relative_energy_ev": 0.439}


No. 5
{"formula": "C3H4ClFO", "method": "the ωB97M-V functional and the def2-TZVPD basis", "symbols": ["Cl", "F", "O", "C", "C", "C", "H", "H", "H", "H"], "coordinates": [[-1.93347, -1.00986, -0.11324], [-0.72290, 0.60793, 1.34067], [1.73547, -1.13016, -0.05319], [-0.03581, 0.99367, -0.67442], [-0.39875, -0.07902, 0.17831], [0.57987, -1.16026, 0.52533], [0.17591, 0.63740, -1.74052], [-0.72110, 1.86875, -0.66108], [0.96247, 1.17678, -0.17519], [0.35830, -1.90523, 1.37334]], "atomic_forces_ev_per_a": [[0.1527, 0.0502, -0.6851], [0.2507, -0.4313, 1.2712], [-5.2910, -0.5743, 2.6493], [2.5021, 0.7828, -3.2772], [-3.2138, -1.1873, 2.4593], [6.1226, -0.2645, -1.5966], [-0.2484, 0.6508, 1.4375], [0.4994, -0.8902, 0.1620], [-0.7920, 0.8090, -1.0941], [0.0177, 1.0548, -1.3264]], "largest_force_ev_per_a": 6.33, "total_energy_ev": -20461.9177, "smiles": "C[C@@](F)(Cl)C=O", "lumo_ev": -0.27, "multiplicity": 1, "relative_energy_ev": 0.799}


No. 6
{"formula": "C3H4ClFO", "method": "the ωB97M-V functional and the def2-TZVPD basis", "symbols": ["Cl", "F", "O", "C", "C", "C", "H", "H", "H", "H"], "coordinates": [[-1.55511, -1.00068, -0.06322], [-1.48297, 1.49412, -0.10967], [2.89992, -0.04750, -0.30429], [1.67571, -0.41936, 0.35905], [0.61234, 0.65351, 0.24490], [-0.68301, 0.48438, 0.05381], [0.93623, 1.66627, 0.46309], [2.70758, -0.06195, -1.28450], [1.34975, -1.40960, 0.01309], [1.96036, -0.56146, 1.35778]], "atomic_forces_ev_per_a": [[0.2908, -0.0217, -0.0626], [-1.0622, 1.2931, 0.0699], [-0.9929, -0.0680, -1.5430], [-0.1189, 0.0745, -1.3902], [0.4640, -0.5850, 0.4252], [0.8992, -1.1097, -0.1942], [0.0123, 0.0138, -0.3601], [0.4049, 0.0890, 1.5878], [-0.2590, 0.3247, -0.1185], [0.3618, -0.0106, 1.5855]], "largest_force_ev_per_a": 1.84, "total_energy_ev": -20462.1073, "smiles": "OC/C=C(/F)Cl", "lumo_ev": 0.71, "multiplicity": 1, "relative_energy_ev": 0.609}


No. 7
{"formula": "C3H4ClFO2", "method": "the ωB97M-V functional and the def2-TZVPD basis", "symbols": ["Cl", "F", "O", "O", "C", "C", "C", "H", "H", "H", "H"], "coordinates": [[-1.97668, -1.28821, 0.49765], [-1.55023, 1.16431, 0.96162], [0.73960, -0.28240, 1.82461], [2.19415, -0.75840, 0.19900], [0.11146, 0.24741, -0.42306], [1.03172, -0.25818, 0.66593], [-1.37562, 0.25805, -0.08330], [0.39729, 1.24950, -0.63470], [2.24159, -0.47871, -0.76328], [0.22822, -0.41408, -1.36162], [-2.04150, 0.56074, -0.88284]], "atomic_forces_ev_per_a": [[-0.0156, -0.4407, -0.1440], [-0.0781, -0.1161, -0.6464], [0.4652, 0.0029, -0.2891], [0.2141, 0.8770, -1.6560], [-0.7309, -1.8356, -1.5540], [-0.8424, -0.5451, 0.7092], [0.3415, 0.6240, 1.5060], [0.2308, 0.9681, -0.4849], [0.2440, -0.7571, 1.5567], [-0.0761, 1.1269, 1.2797], [0.2475, 0.0958, -0.2773]], "largest_force_ev_per_a": 2.51, "total_energy_ev": -22510.7451, "smiles": "O=C(O)C[C@H](F)Cl", "lumo_ev": 0.33, "multiplicity": 1, "relative_energy_ev": 0.079}


No. 8
{"formula": "C3H4ClFS", "method": "the ωB97M-V functional and the def2-TZVPD basis", "symbols": ["Cl", "S", "F", "C", "C", "C", "H", "H", "H", "H"], "coordinates": [[-2.31077, -0.48656, -0.06373], [2.02235, -0.93471, -0.07552], [0.72524, 1.99095, -0.26342], [0.08498, 1.05106, 0.57580], [-0.67337, 0.11864, -0.31422], [0.43257, -0.40462, 0.48454], [0.03428, 1.58405, 1.53177], [0.15083, -1.05522, 1.24975], [1.71102, -0.28979, -1.25910], [-0.56282, 0.47902, -1.33656]], "atomic_forces_ev_per_a": [[0.1208, 0.0927, 0.1318], [-0.2201, 0.5185, -1.9079], [0.3701, -1.0299, 0.4261], [0.3670, 1.3511, 0.4009], [-1.5637, 0.5041, -0.1786], [1.6008, 0.6616, -0.9206], [-1.1377, -0.6776, -0.2489], [-0.8035, -0.3129, 1.5896], [1.0440, -0.6226, 0.5699], [0.2223, -0.4848, 0.1376]], "largest_force_ev_per_a": 1.99, "total_energy_ev": -29249.0707, "smiles": "F[C@@H]1[C@H](S)[C@H]1Cl", "lumo_ev": 0.82, "multiplicity": 1, "relative_energy_ev": 1.527}


No. 9
{"formula": "C3H4ClI", "method": "the ωB97M-V functional and the def2-TZVPD basis", "symbols": ["I", "Cl", "C", "C", "C", "H", "H", "H", "H"], "coordinates": [[0.65826, -1.87689, 1.97827], [0.12582, -2.00032, -1.15194], [-0.32953, -1.05245, 0.17969], [0.56926, 1.09146, -0.46931], [-0.67488, 0.40230, 0.06222], [-1.56106, 0.47779, -0.52672], [0.75269, 1.03649, -1.48027], [-0.88029, 0.89471, 1.13845], [1.33974, 1.02692, 0.26960]], "atomic_forces_ev_per_a": [[-0.7227, 0.8456, -0.9305], [-0.2625, 0.0790, -0.6455], [1.0463, -0.5382, 1.7407], [-1.7441, -1.1316, 2.2950], [0.6681, 1.5143, 2.5529], [-0.5960, 0.3106, -0.5888], [0.6797, 0.0733, -2.0474], [0.1656, -1.5298, -2.3034], [0.7655, 0.3767, -0.0729]], "largest_force_ev_per_a": 3.10, "total_energy_ev": -23795.0166, "lumo_ev": [-0.19, -0.35], "multiplicity": 1, "relative_energy_ev": 2.858}


No. 10
{"formula": "C3H4ClN", "method": "the ωB97M-V functional and the def2-TZVPD basis", "symbols": ["Cl", "N", "C", "C", "C", "H", "H", "H", "H"], "coordinates": [[1.64079, 1.45236, 1.81040], [0.61822, 0.26476, 1.22101], [0.37472, 0.28081, -0.14053], [-0.70891, -0.49585, -0.61395], [-1.74338, -0.99710, -0.95248], [0.53431, -0.59415, 1.60142], [0.21519, 1.31008, -0.55260], [-2.80410, -1.19097, -1.23396], [1.87315, -0.02994, -1.13931]], "atomic_forces_ev_per_a": [[0.2220, -0.4160, 0.2453], [-0.7512, 2.9381, -2.2925], [2.7685, 1.7913, -2.6008], [-0.3563, -0.7134, 0.1027], [-1.9167, -0.0165, -0.4720], [0.4664, -3.0206, 2.2604], [0.5652, -0.8387, 0.5626], [1.7599, -0.0805, 0.3538], [-2.7579, 0.3564, 1.8406]], "largest_force_ev_per_a": 4.20, "total_energy_ev": -17182.2145, "lumo_ev": 0.35, "multiplicity": 1, "relative_energy_ev": 5.520}